1.
Here is a 2-piece molecular cluster, C4H10NO3 overall at a distorted geometry from the OMol25 dataset. Energies are from ωB97M-V/def2-TZVPD.

Structure (XYZ):
```
18
Properties=species:S:1:pos:R:3:forces:R:3
O -1.430124 -2.300107 -2.935572 0.87 -1.37 0.11
O -1.769117 1.424109 1.778054 0.58 1.70 0.70
O 0.384626 2.273235 0.987552 -0.80 1.37 0.01
N -0.814873 -1.101403 -1.207851 2.23 -1.70 0.01
C -0.685518 -2.232568 -1.947469 -2.49 2.17 -1.81
C 0.132543 -0.824282 -0.151514 -1.49 1.13 2.80
C 1.190275 1.225214 0.936682 1.51 -0.68 2.26
C 1.129107 0.382426 -0.341663 -1.53 -1.72 0.07
H 0.630676 0.846050 -1.207932 0.95 0.80 0.30
H 2.107620 -0.025535 -0.557331 0.35 0.03 -0.54
H 0.596511 -1.775601 0.125385 0.18 0.13 -0.16
H -0.844101 2.056426 1.580809 -0.27 -1.95 -0.90
H -1.317785 -0.359997 -1.662348 -0.22 0.09 0.10
H -0.553174 -0.564506 0.737917 1.31 -0.15 -0.95
H 2.259330 1.509656 1.226954 -0.25 0.01 -1.10
H -2.141429 1.992613 2.468649 -0.38 -0.48 -0.06
H 1.089814 0.495129 1.864439 -0.54 0.37 -1.27
H 0.035618 -3.020859 -1.694760 -0.02 0.26 0.43
```
Positions in Å, forces in eV/Å.

Computed properties:
charge: -1
HOMO level: -0.130 Eh
LUMO: 0.1369 Ha
E_tot: -438.87923 hartree
Kohn-Sham gap: 7.26 eV

=====

2.
Here is one molecule with the formula C23H29N3O5 at a distorted geometry from the OMol25 dataset. Energies are from ωB97M-V/def2-TZVPD.

Structure (XYZ):
```
60
Properties=species:S:1:pos:R:3:forces:R:3
O 2.808466 -4.146429 2.438505 -0.07 0.31 -0.30
O 1.812777 2.862528 0.513261 0.06 -0.16 0.43
O -3.258772 -3.443572 1.009602 -0.04 -0.16 -0.01
O 3.157073 -2.953984 4.304261 -0.03 -0.01 -0.15
O -0.820882 0.560868 0.854606 0.13 0.24 0.20
N -1.756872 -1.276985 -0.007564 0.03 -0.39 0.18
N -0.798739 2.838159 -3.159574 -0.02 0.01 -0.12
N 1.576132 1.625629 -1.297797 0.55 -0.54 0.68
C 2.463639 0.586334 2.124512 -0.02 0.04 -0.29
C -1.920781 0.847206 -1.261000 0.21 0.20 0.16
C 2.503559 -1.908758 0.891683 0.05 -0.06 0.23
C 2.699873 -1.803476 2.268826 -0.06 0.32 -0.19
C 3.004911 -5.329187 3.196325 0.08 -0.22 0.36
C 2.916483 -2.992231 3.121562 0.08 -0.23 0.34
C -0.950437 0.464402 -2.391858 -0.16 0.07 -0.21
C 1.174443 2.896477 -1.595162 0.20 0.94 0.70
C 1.915054 1.638237 -0.040008 -0.34 0.21 -1.24
C -3.763273 -2.642928 -0.030341 0.06 0.12 -0.35
C -1.247668 -2.088431 1.084487 -0.07 -0.06 0.37
C -1.779222 3.233873 -2.171803 -0.14 -0.04 0.14
C -1.010799 1.463413 -3.551891 0.07 -0.25 0.06
C -1.480587 0.049491 -0.033917 -0.26 0.09 -0.22
C 2.687111 -0.547389 2.874833 0.04 -0.34 0.05
C 2.283895 -0.776963 0.138834 -0.01 0.31 0.00
C 2.251546 0.478666 0.749966 0.20 -0.36 0.59
C -2.630883 -2.034363 -0.872501 -0.38 -0.13 0.04
C 1.087912 5.095938 -0.170059 0.06 -0.30 0.23
C -1.838301 2.341427 -0.926107 0.02 0.03 -0.10
C -2.416801 -2.695068 1.861262 0.36 0.14 0.02
C 1.336368 3.665145 -0.470904 -0.21 0.01 -1.22
C 0.573311 3.255781 -2.920703 -0.03 0.15 0.06
H -0.264957 1.193970 -4.302868 -0.05 -0.01 -0.06
H 2.844323 -0.488757 3.941331 0.01 0.01 0.07
H -3.055450 -1.413316 -1.657024 0.05 -0.01 -0.02
H 4.012061 -5.347284 3.618347 -0.09 -0.03 -0.03
H 1.959338 5.533123 0.314877 0.03 0.11 -0.01
H 1.183819 2.818108 -3.714131 0.03 0.11 0.01
H -4.379394 -1.829802 0.385528 0.03 -0.05 -0.06
H 0.239389 5.197543 0.507056 -0.06 0.09 0.03
H 0.065653 0.460191 -1.995525 -0.19 -0.18 -0.10
H 2.863993 -6.159120 2.508555 0.01 0.05 0.02
H 2.432451 1.558375 2.591397 -0.02 0.07 0.06
H -2.057400 -3.388804 2.622066 0.00 0.09 0.01
H 0.597399 4.346288 -3.026217 0.11 -0.07 -0.05
H -0.640168 -1.450666 1.727013 -0.03 -0.12 -0.05
H -2.054152 -2.847013 -1.331898 -0.08 0.06 -0.05
H -4.389300 -3.294405 -0.642556 0.00 0.09 -0.01
H 2.283129 -5.380824 4.014370 0.07 -0.03 -0.07
H -2.992415 -1.890480 2.343142 0.05 -0.05 -0.01
H 2.522248 -2.882225 0.427169 -0.01 -0.05 -0.06
H 2.121563 -0.838171 -0.925566 -0.03 -0.03 -0.11
H -2.000652 1.420214 -4.023263 0.04 -0.08 -0.06
H -0.955771 2.498554 -0.309148 -0.13 0.00 0.00
H -2.754584 3.212912 -2.673775 -0.01 0.11 0.04
H -1.178698 -0.536452 -2.762626 -0.01 -0.09 -0.02
H -0.626067 -2.889266 0.668676 -0.01 0.00 0.05
H -2.948278 0.607001 -1.550986 0.03 -0.05 0.01
H -2.706000 2.623938 -0.325464 0.01 0.03 0.06
H 0.876105 5.637732 -1.087210 0.00 0.03 -0.03
H -1.576723 4.264824 -1.872609 -0.08 0.05 -0.01
```
Positions in Å, forces in eV/Å.

Computed properties:
HOMO level: -0.296 Eh
LUMO: 0.0030 Ha
E_tot: -1434.32895 hartree
structure (SMILES): COC(=O)c1ccc(-c2nc(CN3CCC(C(=O)N4CCOCC4)CC3)c(C)o2)cc1
Kohn-Sham gap: 8.13 eV

=====

3.
Here is C14H23BBeN6O as an isolated structure at a distorted geometry from the OMol25 dataset. Energies are from ωB97M-V/def2-TZVPD.

Structure (XYZ):
```
46
Properties=species:S:1:pos:R:3:forces:R:3
O 0.895338 0.186854 1.441014 0.31 -0.05 -0.31
N -1.740648 -0.253531 -2.533493 -0.43 0.06 0.45
N 0.040573 1.370056 -0.772805 0.17 1.27 -0.47
N 0.039528 1.394720 -2.142099 0.19 0.38 0.84
N -1.974489 -0.404446 -1.201231 -0.27 -0.08 -0.75
N 0.618209 -0.932621 -2.381375 0.69 -0.20 0.92
N 0.714199 -1.127861 -1.015021 0.81 -1.01 -1.30
C 1.643559 -2.093415 -0.831787 -0.90 1.04 -1.59
C 0.640334 3.390352 -1.469493 0.32 1.08 0.21
C 1.494639 -0.895459 3.539261 0.08 0.12 0.47
C 2.154045 -2.476367 -2.082828 0.18 -0.14 0.07
C -3.874288 -0.746209 -2.332262 -0.31 -0.02 -0.24
C 0.406169 2.600292 -0.345425 -0.52 -1.29 -1.47
C 0.420788 2.598272 -2.575371 -0.39 -0.65 -0.26
C -3.266127 -0.711853 -1.063995 0.99 0.39 -1.28
C 1.500203 -1.702266 -3.030940 -0.56 0.21 0.58
C 2.097727 1.492709 3.023145 -0.01 0.12 0.51
C -1.135914 -1.543914 1.240948 -1.59 -0.99 0.29
C -0.322814 0.824048 3.390194 0.37 0.08 0.32
C -2.872644 -0.444302 -3.247740 0.39 0.04 0.52
C 1.049877 0.394190 2.828621 -0.48 -0.19 -1.01
B -0.306174 0.144903 -2.972073 -0.77 -0.25 1.18
Be 0.039057 -0.045802 0.170767 1.67 0.23 -0.12
H -4.905677 -0.958615 -2.544402 -0.09 -0.02 -0.08
H 2.225003 1.748395 4.077992 -0.09 -0.09 0.13
H -3.640149 -0.883970 -0.076611 -0.42 -0.05 0.14
H -1.037981 -0.014481 3.262807 0.32 0.86 0.17
H -2.021428 -1.931414 0.735507 0.00 -0.28 0.40
H 1.543873 -1.588962 -4.115442 0.21 -0.38 0.49
H 1.570955 -0.702720 4.617923 0.03 0.01 -0.11
H 2.902181 -3.210129 -2.294810 0.21 -0.20 0.09
H -0.204976 1.029727 4.468063 -0.31 0.06 -0.33
H 3.087223 1.194761 2.666581 -0.22 -0.06 -0.24
H 1.786833 2.414335 2.528982 0.05 -0.09 -0.17
H 0.743497 -1.685637 3.436681 0.19 0.05 -0.20
H 0.442715 2.775311 0.711312 0.18 0.19 0.08
H -1.244724 -0.447819 1.021015 0.15 -1.21 0.54
H -1.204519 -1.681004 2.318630 -0.27 0.24 -0.09
H -0.219901 0.295387 -4.165177 0.16 -0.02 0.27
H -0.335017 -2.233214 0.953899 0.18 1.12 -0.39
H 2.484321 -1.260642 3.223548 -0.40 0.17 -0.20
H -0.665329 1.744844 2.863254 0.07 -0.68 0.39
H -2.815805 -0.331469 -4.334005 -0.36 -0.16 0.55
H 0.933720 4.423209 -1.489182 0.06 0.10 0.07
H 0.468418 2.718557 -3.661722 0.10 0.40 0.64
H 1.845635 -2.432785 0.159125 0.29 -0.10 0.33
```
Positions in Å, forces in eV/Å.

Computed properties:
HOMO level: -0.322 Eh
LUMO: 0.0266 Ha
E_tot: -990.79413 hartree
Kohn-Sham gap: 9.48 eV

=====

4.
Here is C3H12OTa as an isolated structure from the OMol25 dataset. Energies are from ωB97M-V/def2-TZVPD.

Structure (XYZ):
```
17
Properties=species:S:1:pos:R:3:forces:R:3
Ta -1.879147 -0.765567 -0.025097 0.42 0.80 -0.34
O 0.489088 1.323829 -0.809255 0.10 0.17 0.17
C 1.498102 0.347627 -0.830186 0.28 0.03 -0.08
C 2.154939 0.052798 0.512440 0.22 -0.09 -0.11
C -0.534038 1.119803 0.188815 -0.34 -0.73 0.04
H -3.314887 0.160980 -0.771711 -0.20 -0.39 0.16
H 2.278396 0.740707 -1.487255 -0.11 0.14 -0.13
H 1.621655 -0.686637 1.103161 -0.20 0.07 0.09
H -3.041728 -2.222134 -0.007050 0.09 0.05 0.24
H 3.154188 -0.342302 0.319163 0.06 -0.10 0.02
H -1.233359 1.948096 0.042410 -0.14 0.07 -0.08
H -2.543719 -0.277679 1.654322 0.04 0.21 -0.14
H -0.138160 1.272895 1.196662 0.19 0.01 0.09
H -1.229347 -1.147139 -1.721817 0.10 0.09 -0.21
H 1.149953 -0.581955 -1.297207 -0.22 -0.09 0.12
H -0.716270 -1.911665 0.846643 -0.23 -0.32 0.06
H 2.284333 0.968341 1.085964 -0.06 0.11 0.09
```
Positions in Å, forces in eV/Å.

Computed properties:
charge: -1
HOMO level: -0.158 Eh
LUMO: 0.1252 Ha
E_tot: -253.51872 hartree
Kohn-Sham gap: 7.70 eV